[1]
The following is a DFT calculation (ωB97M-V/def2-TZVPD) of a molecular structure, C3HO2Pd at a distorted geometry.

multiplicity = 3
gap between HOMO and LUMO (alpha / beta) = 9.376 / 7.273 eV
relative energy (zero: lowest compared OMol25 entry of this formula, charge and spin) = 9.90 kJ/mol
LUMO energy (alpha / beta) = -5.84 / -8.77 eV
charge = +1
HOMO (alpha / beta) = -15.22 / -16.05 eV
calculated total energy = -392.740487 Eh
<S²> = 2.012

Last column: Löwdin spin population.
Positions of all 7 atoms, in Å:
C -0.03402 -1.05436 0.05462  0.37
H 0.07750 -2.02091 -0.43181  0.01
C 0.61262 0.00870 0.50936  0.40
O -1.41463 -0.28839 -0.09160  0.28
C -0.64750 0.81239 0.27686  0.06
Pd 2.07278 0.64738 -0.05890  0.86
O -0.66677 1.89520 -0.25854  0.02

Atoms 1-3, force components in eV/Å:
-5.260 -0.875 -1.566
-0.175 0.072 0.358
-3.506 -0.208 3.075

=====

[2]
The following is a DFT calculation (ωB97M-V/def2-TZVPD) of a molecular structure, C3HO2Yb at a distorted geometry.

gap between HOMO and LUMO = 6.512 eV
relative energy (zero: lowest compared OMol25 entry of this formula, charge and spin) = 0.00 kJ/mol
LUMO energy = -5.60 eV
charge = +1
HOMO = -12.11 eV
calculated total energy = -1423.752412 Eh

Last column: Mulliken charge in e.
Positions of all 7 atoms, in Å:
H 1.17071 2.20348 0.06446  0.24
C 1.49950 0.25455 -0.20386  0.64
C 0.65037 1.22858 -0.03115  -1.02
O 2.04395 -0.71852 -0.59174  -0.38
Yb -1.51332 0.93695 0.85085  1.44
O -1.96453 -1.41055 0.12848  -0.10
C -1.88666 -2.49449 -0.21703  0.18

Atoms 1-3, force components in eV/Å:
-0.459 -0.391 -0.070
0.031 -2.404 -1.992
0.001 1.192 1.146

=====

[3]
The following is a DFT calculation (ωB97M-V/def2-TZVPD) of a molecular structure, C3HO3Tm at a distorted geometry.

multiplicity = 4
gap between HOMO and LUMO (alpha / beta) = 4.781 / 5.723 eV
relative energy (zero: lowest compared OMol25 entry of this formula, charge and spin) = 129.20 kJ/mol
LUMO energy (alpha / beta) = -5.30 / -6.40 eV
charge = +1
HOMO (alpha / beta) = -10.08 / -12.12 eV
calculated total energy = -1425.328366 Eh
<S²> = 3.787

Last column: Löwdin spin population.
Positions of all 8 atoms, in Å:
O -1.01386 -1.28513 -0.30147  0.08
C -2.39890 -1.27622 -0.08056  0.22
H -2.95855 -2.02599 -0.63176  0.01
C -2.88126 -0.10201 0.35917  0.60
O -1.97460 0.83711 0.54994  0.13
C -0.51811 -0.11349 0.10579  0.00
O 0.53116 -0.16696 0.77514  0.15
Tm 2.37911 1.28160 1.22553  1.81

Atoms 1-3, force components in eV/Å:
-1.827 1.700 0.611
-0.363 -1.040 -1.847
0.305 -0.013 0.400

=====

[4]
The following is a DFT calculation (ωB97M-V/def2-TZVPD) of a molecular structure, C3HgLiO6 at a distorted geometry.

multiplicity = 3
gap between HOMO and LUMO (alpha / beta) = 5.796 / 4.425 eV
LUMO energy (alpha / beta) = 2.27 / -0.19 eV
charge = -1
HOMO (alpha / beta) = -3.52 / -4.62 eV
calculated total energy = -726.735058 Eh
<S²> = 2.013

Last column: Löwdin spin population.
Positions of all 11 atoms, in Å:
O 1.84976 0.05035 0.95730  0.27
C 1.14375 -0.96873 1.09256  0.49
O -0.18246 -0.43855 1.33324  0.17
C -1.04966 -0.90124 2.34371  0.01
O -0.53683 -1.39406 3.35561  0.01
O -2.20610 -0.47662 2.18180  0.05
Li 0.34687 1.19766 0.35602  0.02
C 0.77054 0.23238 -2.37138  0.42
O 0.71650 0.14569 -3.59917  0.22
O 0.20817 1.12259 -1.67769  0.19
Hg -1.06055 1.43053 -3.97201  0.16

Atoms 1-3, force components in eV/Å:
-0.198 -4.665 -0.215
-0.257 6.795 0.866
1.685 -1.617 -1.943

=====

[5]
The following is a DFT calculation (ωB97M-V/def2-TZVPD) of a molecular structure, C3KNaO6 at a distorted geometry.

multiplicity = 2
gap between HOMO and LUMO (alpha / beta) = 4.067 / 5.267 eV
LUMO energy (alpha / beta) = 1.25 / 1.25 eV
charge = -1
HOMO (alpha / beta) = -2.81 / -4.01 eV
calculated total energy = -1328.098127 Eh
<S²> = 0.753

Last column: Löwdin spin population.
Positions of all 11 atoms, in Å:
O 1.31809 0.92704 -1.81827  0.00
C 0.75548 0.61372 -0.76845  0.00
O 1.77845 0.05874 0.11043  0.00
C 1.40563 -0.69897 1.22907  0.00
O 0.33738 -0.35618 1.78372  0.00
O 2.22984 -1.56249 1.54278  0.00
Na 3.37779 -0.09317 -1.46274  0.00
C -3.26058 -0.30594 -0.80418  0.52
O -3.04677 0.86330 -1.17789  0.21
O -3.35444 -0.66743 0.38344  0.21
K -1.54087 1.22139 0.98209  0.05

Atoms 1-3, force components in eV/Å:
0.298 0.005 -0.346
0.237 0.329 0.042
0.568 0.021 -0.897

=====

[6]
The following is a DFT calculation (ωB97M-V/def2-TZVPD) of a molecular structure, C3LiMgO3Tl at a distorted geometry.

gap between HOMO and LUMO (alpha / beta) = 9.406 / 4.777 eV
relative energy (zero: lowest compared OMol25 entry of this formula, charge and spin) = 101.33 kJ/mol
LUMO energy (alpha / beta) = -7.34 / -9.28 eV
charge = +2
HOMO (alpha / beta) = -16.74 / -14.06 eV
calculated total energy = -719.482565 Eh

Last column: Mulliken charge in e.
Positions of all 9 atoms, in Å:
O -2.27191 0.56366 1.15567  -0.43
C -1.40807 1.28618 0.79637  1.01
O -0.78326 2.28411 0.92316  -0.42
Tl 1.17267 2.75545 2.16246  0.86
Li -1.48109 -1.49306 1.19249  0.95
C -0.22483 -0.66547 -0.26911  -0.97
C 0.70908 -0.90513 -1.04416  0.76
O 1.76373 -1.23142 -1.71008  -0.47
Mg 2.52369 -2.59433 -3.20680  0.70

Atoms 1-3, force components in eV/Å:
1.201 0.239 -1.327
-2.043 0.438 2.885
-0.539 -1.377 -2.076